[1]
An isolated molecule of C15H11ClN4O2 in a non-equilibrium geometry, computed with ωB97M-V/def2-TZVPD.

Geometry as XYZ:
```
33
Properties=species:S:1:pos:R:3:forces:R:3
Cl 5.344449 -1.977969 0.073859 0.1 -0.2 0.0
O -6.587748 -0.492928 -0.848728 0.1 0.0 0.0
O -5.147614 -2.118883 -1.348393 0.4 -0.4 -0.1
N 0.872364 -2.134905 0.181280 0.9 -0.6 -0.1
N -0.376023 -1.940802 -0.038753 -0.8 0.0 -0.2
N 1.315000 -1.103847 0.855063 -0.9 -0.1 0.0
N 0.381923 -0.210445 1.093449 -0.5 0.3 0.1
C 4.724837 1.600430 -1.544670 0.0 0.0 0.0
C 2.892207 1.176054 -0.063533 0.1 0.1 0.0
C -4.323595 -0.263102 -0.145962 0.3 0.2 0.1
C -2.012426 -0.161231 0.498851 -0.5 0.3 0.0
C -3.056581 -0.832516 -0.128485 0.0 0.1 0.1
C 2.682806 -0.946632 1.251963 0.7 0.1 0.1
C -5.467840 -0.938720 -0.799827 -0.6 0.1 -0.1
C -3.502571 1.635346 1.083467 0.0 0.0 0.0
C -4.544516 0.972767 0.461409 -0.1 -0.2 -0.1
C -0.690857 -0.752725 0.520056 1.0 -0.1 0.2
C 3.421752 -0.063996 0.274535 0.1 -0.1 0.0
C 4.621041 -0.453114 -0.313257 -0.1 0.3 0.0
C -2.238486 1.073965 1.104739 0.0 -0.2 -0.1
C 5.272013 0.373716 -1.216408 0.0 0.0 0.0
C 3.532731 2.003575 -0.966890 0.0 0.0 0.0
H 3.102557 2.960649 -1.218080 0.0 0.1 0.0
H -5.539015 1.391468 0.433041 -0.1 0.0 0.0
H -1.415478 1.577831 1.588265 0.1 0.1 0.0
H -2.872061 -1.787578 -0.593648 0.0 -0.1 0.0
H 6.201029 0.050045 -1.658726 0.1 -0.1 0.0
H 3.128813 -1.941742 1.284718 -0.2 0.2 0.1
H 5.231766 2.239323 -2.251181 0.1 0.0 -0.1
H 2.696197 -0.494803 2.248480 -0.1 -0.2 -0.1
H -3.674986 2.591757 1.553806 0.0 0.1 0.0
H -5.932087 -2.513813 -1.759708 0.0 0.3 0.1
H 1.960414 1.482812 0.389266 0.0 0.0 0.0
```
Positions in Å, forces in eV/Å.

Values from the calculation:
2S+1 = 1
Relative energy (zero: lowest compared OMol25 entry of this formula, charge and spin) = 0.543 eV
Structure (SMILES) = O=C(O)c1cccc(-c2nnn(Cc3ccccc3Cl)n2)c1

=====

[2]
C36H25AsCl3N5O7S4Tc as an isolated structure, computed with ωB97M-V/def2-TZVPD.

Geometry as XYZ:
```
82
Properties=species:S:1:pos:R:3:forces:R:3
Tc -1.657327 -0.646405 -0.116887 0.0 0.4 -0.3
As -3.796431 1.533775 1.778351 -0.1 -0.4 -0.2
Cl 6.732420 0.180088 2.710173 -0.1 0.0 0.0
Cl 4.280956 4.882636 3.449438 0.0 -0.1 0.0
Cl 5.917810 -0.664584 -3.804546 0.0 0.0 0.0
S 3.298458 -1.765958 -4.708719 0.0 -0.1 -0.1
S -0.785850 -2.358946 -1.536485 -0.3 -0.1 0.1
S -4.753619 -0.128691 -1.004940 0.4 0.0 0.4
S -2.651652 -2.569599 1.153284 -0.1 -0.2 -0.1
O 3.555649 -0.844138 -0.057345 0.1 0.0 0.1
O -5.630963 -0.594682 -2.043587 -0.1 0.0 -0.1
O -4.650508 0.960382 3.038832 0.1 0.1 -0.1
O -5.022043 -0.533065 0.356620 -0.2 0.1 -0.2
O -3.322477 -0.330709 -1.381807 0.1 -0.2 -0.1
O -3.040341 3.074664 2.294578 0.1 0.1 0.1
O -2.410084 0.728834 1.244022 -0.3 -0.1 0.2
N -1.525056 -8.266768 -3.016372 0.0 0.0 -0.1
N 1.920971 -1.192888 2.087384 -0.1 -0.2 0.1
N -0.630981 0.639654 -1.008645 0.2 -0.1 0.1
N -3.884573 -8.522746 0.325060 0.0 0.0 0.0
N -0.062699 -0.782860 1.273890 -0.1 0.0 0.0
C -1.731364 -7.349074 -2.352425 -0.1 0.2 0.2
C 2.197298 -1.176381 -2.481230 0.1 0.2 0.0
C 0.045721 1.781907 -0.831233 -0.2 0.0 -0.1
C -0.035602 -0.332689 2.570457 0.0 0.1 0.0
C 1.016624 2.229109 -1.773255 0.0 0.0 0.0
C -5.425468 2.309702 -2.054601 0.0 0.1 0.0
C 4.220861 0.699058 1.726345 -0.1 -0.1 -0.1
C 3.303291 -1.610728 2.106954 0.0 0.0 0.1
C -5.716715 3.663823 -1.979570 0.0 0.0 -0.1
C 0.421695 3.889724 0.360351 0.0 0.0 0.0
C 5.321239 1.182491 2.422643 0.1 0.1 0.1
C 1.383300 4.297755 -0.567635 0.0 0.0 0.1
C 1.667097 3.441824 -1.629070 0.0 0.0 -0.1
C 4.155668 -0.720863 1.206571 0.2 0.0 0.0
C -4.689311 2.333172 0.242815 0.1 0.0 0.0
C 5.359474 2.463097 2.950745 0.0 0.0 0.0
C -1.972257 -6.203854 -1.519324 0.1 -0.2 -0.2
C 1.110834 -1.296707 1.012730 0.0 -0.1 0.1
C -2.388175 -3.923980 0.103847 0.1 0.1 0.1
C -0.212035 2.667134 0.259367 0.0 0.0 0.0
C 4.248251 -1.000647 -3.505470 0.1 0.1 0.0
C -3.391570 -7.532697 0.007919 0.1 0.2 -0.1
C -1.583768 -3.847535 -1.059413 0.1 0.0 0.0
C -2.974282 -5.161070 0.408613 0.0 0.0 0.1
C 4.107140 -0.101381 -1.132127 0.0 0.0 0.0
C -2.775029 -6.287358 -0.372186 -0.1 -0.2 0.1
C 1.928282 -1.756375 -3.674239 0.0 0.0 0.0
C -5.522132 4.346004 -0.790205 0.0 0.0 0.1
C -4.999520 3.686432 0.314389 0.1 0.0 -0.1
C 1.197737 -0.570040 3.086579 0.1 -0.1 0.0
C -4.926108 1.647322 -0.945030 -0.3 0.0 0.0
C -1.396791 -4.981479 -1.843315 0.0 0.1 0.0
C 4.250954 3.271592 2.780600 0.0 0.0 0.0
C 3.128986 1.553097 1.566533 0.0 0.1 0.0
C 3.554257 -0.728270 -2.371362 -0.1 0.0 0.0
C 3.132037 2.833375 2.098379 0.0 0.0 0.0
H 1.623909 -0.362382 4.051330 0.0 0.0 0.0
H 3.376167 -2.635461 1.739382 0.0 0.0 0.0
H 2.255670 1.226507 1.009014 0.0 0.0 0.0
H 1.875935 5.258281 -0.477920 0.0 0.0 0.0
H 0.147343 4.553316 1.176153 0.0 0.0 0.0
H -0.905716 0.121846 3.008124 0.0 0.0 0.0
H 5.201888 -0.151643 -1.119607 0.0 0.0 0.0
H 1.202856 1.614169 -2.642864 0.0 -0.1 -0.1
H 2.391455 3.741064 -2.381008 0.0 0.0 0.0
H 6.229757 2.812499 3.486374 0.0 0.0 0.0
H 1.394040 -1.762920 0.086472 -0.1 0.0 0.2
H 5.163498 -1.153814 1.190978 0.0 0.1 -0.1
H 3.667983 -1.584296 3.133800 0.0 0.0 0.0
H 2.274224 3.474775 1.961872 0.0 0.0 0.0
H -0.779243 -4.910292 -2.729708 0.0 0.0 0.0
H -5.608878 1.744877 -2.958540 0.0 0.0 0.0
H -0.985224 2.378324 0.955467 0.0 0.0 0.0
H -5.768642 5.398722 -0.721013 0.0 0.0 0.0
H -2.369923 2.836040 2.944708 0.0 0.1 0.1
H 1.450267 -1.059847 -1.705640 0.1 0.1 -0.2
H -3.603444 -5.229060 1.286481 0.0 0.0 0.0
H 0.991464 -2.180281 -3.995979 0.0 0.0 0.0
H 3.799489 0.948434 -1.059542 0.0 0.0 0.0
H -4.806816 4.225405 1.230981 0.0 0.0 0.0
H -6.110338 4.182249 -2.845766 0.0 0.0 0.0
```
Positions in Å, forces in eV/Å.

Values from the calculation:
2S+1 = 4
Charge = -2
<S²> = 3.7856
Relative energy (zero: lowest compared OMol25 entry of this formula, charge and spin) = 0.000 eV

=====

Q: The lowest relative energy (zero: lowest compared OMol25 entry of this formula, charge and spin) belongs to which entry?
A: C36H25AsCl3N5O7S4Tc